Entry 1:
The following is a DFT calculation (wB97M-V/def2-TZVPD) of a structure of composition C28H41FGeN2O4Pd at a distorted geometry.

Geometry as XYZ:
```
78
Properties=species:S:1:pos:R:3:mulliken_charge:R:1
Pd -0.06 -0.13 0.34 0.59
C -4.34 -3.64 5.64 -1.22
C -2.91 -4.14 5.40 -0.36
C -2.19 -4.65 6.65 -1.06
C -2.01 -3.54 7.66 -0.83
C -1.52 -2.28 7.05 0.67
C -1.05 -1.25 7.84 -0.77
C -0.51 -0.13 7.24 -0.03
F -0.10 0.84 7.95 -0.15
C -0.37 0.00 5.82 -0.48
C -0.85 -0.99 5.01 -0.08
C -0.72 -0.88 3.54 1.45
O -0.06 -0.04 2.96 -0.63
C -1.46 -1.91 2.80 0.02
C -2.11 -2.91 3.44 0.02
N -2.11 -3.02 4.82 0.02
C -1.51 -2.12 5.59 0.80
C -1.35 -1.66 1.32 0.16
O -0.53 -2.29 0.63 -0.56
O -1.91 -0.59 0.91 -0.60
H -4.92 -4.46 6.06 0.41
H -4.82 -3.35 4.70 0.42
H -4.38 -2.80 6.33 0.40
H -2.93 -4.93 4.65 0.52
H -1.22 -5.06 6.36 0.41
H -2.76 -5.47 7.07 0.42
H -1.36 -3.84 8.48 0.59
H -2.97 -3.31 8.17 0.44
H -1.06 -1.32 8.92 0.62
H 0.11 0.88 5.39 0.67
H -2.64 -3.68 2.89 0.61
C 1.25 6.30 -0.82 -1.19
C 1.07 5.34 -1.97 -0.65
C -0.10 4.31 -1.81 -0.34
C 0.40 3.25 -0.83 -0.60
Ge -1.06 1.85 -0.76 0.49
C -2.63 2.36 0.38 -0.57
C -3.40 3.61 -0.06 -0.50
C -4.43 3.34 -1.16 -0.55
C -3.87 3.51 -2.56 -0.85
H 1.92 7.10 -1.15 0.39
H 1.76 5.87 0.04 0.33
H 0.31 6.74 -0.50 0.33
H 2.00 4.83 -2.22 0.37
H 0.77 5.90 -2.87 0.36
H -0.34 3.88 -2.78 0.53
H -0.98 4.83 -1.42 0.06
H 0.57 3.63 0.17 0.51
H 1.31 2.76 -1.19 0.35
H -1.39 1.28 -2.17 0.17
H -2.20 2.49 1.38 0.38
H -3.27 1.48 0.39 0.39
H -2.74 4.41 -0.38 0.18
H -3.90 3.97 0.84 0.35
H -5.26 4.04 -1.04 0.37
H -4.88 2.35 -1.03 0.31
H -3.51 4.53 -2.73 0.31
H -4.61 3.29 -3.32 0.39
H -3.00 2.84 -2.70 0.05
O 1.70 0.05 -0.54 -0.80
C 2.71 -0.75 -0.50 0.83
C 3.94 -0.33 -1.25 -0.72
C 4.56 -1.36 -2.23 -0.65
C 4.04 -2.79 -2.23 -0.71
C 4.16 -3.57 -0.92 -0.48
C 3.92 -2.72 0.33 -0.88
N 2.73 -1.86 0.20 0.13
H 4.67 -0.03 -0.49 0.37
H 3.68 0.57 -1.80 0.17
H 5.64 -1.39 -2.05 0.31
H 4.45 -0.97 -3.24 0.42
H 4.57 -3.34 -3.00 0.41
H 3.00 -2.80 -2.57 0.28
H 5.16 -3.99 -0.83 0.36
H 3.47 -4.42 -0.94 0.29
H 4.78 -2.09 0.53 0.34
H 3.77 -3.36 1.19 0.44
H 1.87 -2.20 0.60 0.05
```

Calculated values
ΔE to the lowest compared entry with this formula, charge and spin in kcal per mole: 56.92
Energy in eV: -103539.299
LUMO (alpha / beta) in eV: -16.19 / -16.19
Total charge: +4



Entry 2:
The following is a DFT calculation (wB97M-V/def2-TZVPD) of a structure of composition C50H42I2MnN5O2P2.

Geometry as XYZ:
```
104
Properties=species:S:1:pos:R:3:mulliken_charge:R:1
Mn -0.06 0.11 -0.08 1.29
I -4.06 -3.07 0.56 0.04
C -2.68 -2.43 1.96 -0.21
C -2.91 -2.72 3.33 -0.32
C -2.09 -2.24 4.31 -0.19
I -2.53 -2.68 6.29 0.10
C -0.99 -1.41 3.96 1.06
C -0.10 -0.83 4.89 -0.86
C 0.91 -0.01 4.45 -1.68
C 1.02 0.25 3.08 -0.08
N 0.21 -0.28 2.18 0.15
C -0.77 -1.13 2.60 -0.02
C -1.62 -1.65 1.55 -0.46
O -1.36 -1.34 0.31 -0.15
H -3.76 -3.34 3.59 0.39
H -0.24 -1.02 5.94 0.22
H 1.60 0.45 5.14 0.47
H 1.78 0.92 2.71 0.49
O -1.05 2.29 -2.31 0.54
C -0.63 2.06 -3.61 -0.82
C -0.64 3.10 -4.53 0.01
C -0.19 2.87 -5.82 -0.70
C 0.30 1.61 -6.17 -0.93
C 0.35 0.60 -5.23 -0.27
C -0.11 0.81 -3.92 -0.18
P 0.10 -0.47 -2.65 1.99
C 1.76 -1.10 -3.10 0.14
C 2.01 -2.39 -3.53 -0.49
C 3.31 -2.79 -3.83 -0.74
C 4.36 -1.89 -3.73 -0.65
C 4.11 -0.58 -3.31 -0.70
C 2.82 -0.20 -2.99 -0.22
C -1.05 -1.80 -3.06 0.65
C -2.03 -1.65 -4.04 -0.78
C -2.90 -2.71 -4.32 -0.66
C -2.77 -3.90 -3.64 -0.70
C -1.80 -4.05 -2.66 -0.85
C -0.96 -3.00 -2.35 -0.44
C -2.36 2.58 -2.02 1.05
C -3.36 2.72 -2.97 -0.77
C -4.63 3.08 -2.55 -0.93
C -4.91 3.30 -1.21 -0.92
C -3.90 3.12 -0.27 -0.75
C -2.62 2.74 -0.66 -0.69
P -1.32 2.29 0.51 1.86
C -0.26 3.76 0.67 0.10
C -0.57 4.95 0.02 -0.68
C 0.28 6.04 0.10 -0.81
C 1.45 5.96 0.84 -0.62
C 1.77 4.78 1.50 -0.74
C 0.93 3.69 1.40 0.07
C -2.22 2.08 2.07 0.31
C -3.25 1.15 2.11 -0.08
C -3.95 0.92 3.28 -0.86
C -3.62 1.62 4.43 -0.70
C -2.59 2.55 4.41 -0.74
C -1.90 2.79 3.23 -0.52
H -1.01 4.07 -4.23 0.55
H -0.20 3.67 -6.54 0.45
H 0.65 1.43 -7.18 0.46
H 0.77 -0.36 -5.49 0.51
H 1.20 -3.10 -3.64 0.45
H 3.49 -3.80 -4.17 0.46
H 5.36 -2.19 -3.98 0.44
H 4.92 0.13 -3.24 0.50
H 2.64 0.82 -2.66 0.50
H -2.12 -0.73 -4.60 0.37
H -3.66 -2.59 -5.08 0.44
H -3.44 -4.73 -3.87 0.41
H -1.72 -4.98 -2.10 0.45
H -0.23 -3.11 -1.56 0.45
H -3.16 2.55 -4.02 0.55
H -5.42 3.19 -3.28 0.43
H -5.90 3.60 -0.89 0.47
H -4.12 3.24 0.78 0.58
H -1.48 5.03 -0.56 0.44
H 0.02 6.96 -0.41 0.43
H 2.11 6.82 0.91 0.40
H 2.69 4.71 2.07 0.47
H 1.19 2.77 1.91 0.43
H -3.52 0.59 1.21 0.56
H -4.76 0.20 3.29 0.44
H -4.16 1.43 5.35 0.44
H -2.33 3.10 5.30 0.44
H -1.12 3.54 3.21 0.43
C 6.48 0.90 -0.46 -1.34
C 6.51 -0.34 0.43 0.97
C 6.46 -1.62 -0.39 -1.34
C 5.43 -0.29 1.50 -1.34
N 4.07 -0.35 0.95 0.77
C 3.33 -1.39 0.55 -0.65
N 2.21 -0.93 0.06 0.02
N 2.28 0.41 0.17 0.75
N 3.39 0.77 0.70 -1.31
H 7.28 0.86 -1.20 0.42
H 6.60 1.82 0.12 0.40
H 5.53 0.97 -1.00 0.12
H 7.45 -0.33 1.00 0.26
H 5.60 -1.64 -1.05 0.13
H 6.43 -2.51 0.25 0.35
H 7.35 -1.70 -1.01 0.44
H 5.46 0.64 2.07 0.42
H 5.51 -1.13 2.20 0.48
H 3.62 -2.42 0.63 0.43
```

Calculated values
Spin multiplicity: 6
ΔE to the lowest compared entry with this formula, charge and spin in kcal per mole: 0.00
⟨S²⟩: 8.756
Energy in eV: -130173.897
LUMO (alpha / beta) in eV: -2.09 / -2.22
Total charge: +1